No. 1
Below is a cluster of 3 separate species, C21H26ClNO13 in total, with properties calculated with ωB97M-V/def2-TZVPD.

Structure (XYZ):
```
62
Properties=species:S:1:pos:R:3
O 1.046 -1.195 5.169
C -0.053 -1.445 5.222
Cl -0.873 -1.553 6.829
C -0.978 -1.697 4.063
C -0.287 -2.158 2.797
C -1.288 -2.553 1.708
O -2.205 -3.509 2.219
C -3.527 -3.308 1.771
C -4.367 -2.466 2.757
C -5.312 -1.485 2.034
C -4.802 -0.022 2.036
O -5.819 0.863 2.471
N 0.749 -1.258 2.299
C 0.283 0.090 2.045
O 0.465 0.398 0.649
O 0.222 1.765 0.521
H -1.688 -2.445 4.378
H -1.555 -0.788 3.918
H 0.215 -3.084 3.057
H -0.691 -3.069 0.960
H -1.788 -1.691 1.273
H -4.039 -4.256 1.673
H -3.577 -2.836 0.791
H -3.727 -1.935 3.448
H -4.972 -3.135 3.355
H -5.464 -1.828 1.016
H -6.272 -1.486 2.533
H -4.560 0.259 1.025
H -3.941 0.056 2.698
H -6.009 0.645 3.390
H 1.083 -1.639 1.416
H -0.769 0.255 2.269
H 0.929 0.775 2.579
H -0.736 1.885 0.444
O 1.503 -2.420 -1.132
C 2.090 -1.814 -2.011
C 3.410 -1.227 -1.839
C 3.980 -0.554 -2.846
O 5.182 0.003 -2.747
C 3.293 -0.381 -4.169
O 3.859 0.257 -5.035
C 1.981 -0.989 -4.348
C 1.413 -1.663 -3.341
O 0.218 -2.238 -3.447
H 3.894 -1.354 -0.881
H 5.356 0.425 -3.612
H 1.501 -0.872 -5.309
H 0.042 -2.653 -2.580
O 4.676 4.351 -4.615
C 3.748 4.272 -3.831
C 3.735 3.374 -2.688
C 2.670 3.330 -1.873
O 2.625 2.524 -0.824
C 1.462 4.196 -2.112
O 0.515 4.105 -1.354
C 1.487 5.111 -3.247
C 2.554 5.153 -4.054
O 2.630 5.969 -5.100
H 4.608 2.757 -2.528
H 1.757 2.650 -0.382
H 0.622 5.740 -3.400
H 3.500 5.797 -5.512
```

2S+1: 1
HOMO-LUMO gap in eV: 7.848
HOMO in Ha: -0.3471
LUMO energy in Ha: -0.059
Total energy in eV: -62823.7220
SMILES string: O=C(Cl)C[C@@H](COCCCCO)NCOO.O=C1C=C(O)C(=O)C=C1O.O=C1C=C(O)C(=O)C=C1O

No. 2
Below is a cluster of 2 separate species, C6H12N2 in total, with properties calculated with ωB97M-V/def2-TZVPD.

Structure (XYZ):
```
20
Properties=species:S:1:pos:R:3
H -0.814 0.905 -3.225
N -1.194 0.068 -2.795
C -0.487 -0.391 -1.844
N 0.695 0.143 -1.388
C -0.929 -1.597 -1.124
C -2.113 -2.157 -1.316
H 1.021 -0.040 -0.410
H 0.969 1.041 -1.757
H -0.226 -1.999 -0.405
H -2.797 -1.734 -2.032
H -2.407 -3.064 -0.813
C -0.206 0.198 2.074
C 1.043 0.472 1.739
C 1.677 1.822 1.854
H -0.885 0.973 2.399
H -0.610 -0.802 2.011
H 1.697 -0.338 1.363
H 0.937 2.594 2.032
H 2.388 1.833 2.685
H 2.240 2.071 0.953
```

2S+1: 1
HOMO-LUMO gap in eV: 9.873
HOMO in Ha: -0.3275
LUMO energy in Ha: 0.035
Total energy in eV: -9395.3411
Energy relative to the best compared isomer or geometry (same formula, charge and spin) in kcal/mol: 34.79
SMILES string: [H]/N=C(\N)C=C.C=CC

No. 3
Below is the molecule C3H7NS, with properties calculated with ωB97M-V/def2-TZVPD.

Structure (XYZ):
```
12
Properties=species:S:1:pos:R:3
C -1.626 0.132 0.335
N -0.568 -0.341 -0.574
C 0.882 -0.099 -0.662
C 1.588 0.055 0.580
S 1.416 -0.200 -2.197
H -1.381 -0.091 1.397
H -1.959 1.134 0.160
H -2.490 -0.477 0.016
H -0.880 -0.289 -1.559
H 2.644 0.161 0.345
H 1.011 0.897 1.083
H 1.363 -0.882 1.078
```

2S+1: 1
HOMO-LUMO gap in eV: 9.068
HOMO in Ha: -0.3094
LUMO energy in Ha: 0.024
Total energy in eV: -15548.9125
Energy relative to the best compared isomer or geometry (same formula, charge and spin) in kcal/mol: 16.90
SMILES string: CNC(C)=S

No. 4
Below is a structure of composition C31H30BrN6O4Ti, with properties calculated with ωB97M-V/def2-TZVPD.

Structure (XYZ):
```
73
Properties=species:S:1:pos:R:3
Ti 0.840 0.659 0.596
C 1.174 5.096 0.571
C 1.428 3.615 0.490
O 0.590 2.766 0.911
C 2.615 3.312 -0.195
C 3.002 1.989 -0.281
C 3.706 1.399 -1.472
N 2.614 1.217 0.774
N 3.091 1.473 2.083
C 2.138 1.059 2.892
O 1.017 0.464 2.507
C 2.397 1.165 4.347
C 1.363 0.881 5.238
C 1.584 0.943 6.605
C 2.869 1.213 7.099
C 3.911 1.470 6.189
C 3.682 1.539 4.815
H 0.307 5.415 -0.077
H 2.104 5.573 0.207
H 1.005 5.427 1.614
H 3.171 4.130 -0.650
H 4.613 1.961 -1.744
H 3.035 1.336 -2.356
H 4.020 0.374 -1.212
H 0.386 0.651 4.813
H 0.750 0.771 7.255
H 3.086 1.208 8.154
H 4.922 1.692 6.548
H 4.450 1.798 4.102
Br -3.338 -4.326 -7.411
C -3.846 -2.929 -6.329
C -4.449 -1.766 -6.886
C -4.911 -0.761 -6.059
C -4.685 -0.828 -4.667
C -4.059 -1.967 -4.081
C -3.646 -2.973 -4.945
N -4.887 0.391 -4.045
N -4.678 0.380 -2.778
C -3.374 0.614 -2.460
C -2.407 0.675 -3.485
C -1.041 0.653 -3.169
C -0.611 0.758 -1.817
O 0.646 0.898 -1.432
C -1.632 0.738 -0.788
N -1.278 0.659 0.541
C -2.229 0.682 1.495
C -3.594 0.694 1.217
C -4.003 0.686 -0.123
C -3.014 0.683 -1.111
H -4.575 -1.650 -7.956
H -5.345 0.147 -6.457
H -3.859 -2.035 -3.020
H -3.174 -3.872 -4.538
H -2.759 0.671 -4.524
H -0.308 0.529 -3.947
H -1.874 0.689 2.532
H -4.303 0.662 2.027
H -5.032 0.659 -0.450
C 1.518 -4.635 1.487
N 1.121 -3.435 0.734
C 0.226 -3.619 -0.383
C 1.651 -2.246 0.999
C 2.751 -2.128 2.007
O 1.220 -1.231 0.353
H 0.936 -5.487 1.123
H 1.355 -4.485 2.572
H 2.581 -4.846 1.298
H 0.251 -4.671 -0.702
H 0.511 -3.021 -1.264
H -0.807 -3.315 -0.134
H 3.517 -2.926 1.869
H 2.334 -2.147 3.040
H 3.233 -1.162 1.844
```

2S+1: 2
HOMO-LUMO gap (alpha / beta) in eV: 4.142 / 4.116
HOMO (alpha / beta) in Ha: -0.1928 / -0.1891
LUMO energy (alpha / beta) in Ha: -0.041 / -0.038
Total energy in eV: -142920.7599
⟨S²⟩: 0.79
Energy relative to the best compared isomer or geometry (same formula, charge and spin) in kcal/mol: 20.96

No. 5
Below is a cluster of 7 separate species, H14O7 in total, with properties calculated with ωB97M-V/def2-TZVPD.

Structure (XYZ):
```
21
Properties=species:S:1:pos:R:3
O 17.018 -21.873 16.743
H 16.307 -22.362 16.306
H 16.582 -21.344 17.415
O 13.948 -21.451 19.857
H 13.125 -21.613 20.301
H 14.337 -20.715 20.357
O 13.464 -23.358 18.022
H 12.529 -23.580 18.233
H 13.840 -22.768 18.680
O 18.458 -19.222 17.318
H 18.598 -20.084 17.648
H 19.282 -18.693 17.264
O 14.954 -18.526 18.040
H 14.846 -18.815 17.113
H 15.609 -19.136 18.495
O 18.464 -18.744 20.452
H 19.263 -18.619 19.940
H 18.223 -17.857 20.627
O 16.732 -20.580 19.110
H 17.322 -20.307 19.764
H 16.341 -21.394 19.375
```

2S+1: 1
HOMO-LUMO gap in eV: 10.766
HOMO in Ha: -0.3873
LUMO energy in Ha: 0.008
Total energy in eV: -14559.4909
Energy relative to the best compared isomer or geometry (same formula, charge and spin) in kcal/mol: 45.44
SMILES string: O.O.O.O.O.O.O

No. 6
Below is a structure of composition C21H30BrClN6O4Ta, with properties calculated with ωB97M-V/def2-TZVPD.

Structure (XYZ):
```
64
Properties=species:S:1:pos:R:3
Ta -0.320 -0.361 0.421
C -2.797 -0.781 -1.167
N -3.588 0.281 -0.614
C -5.007 0.456 -0.939
C -5.339 1.760 -0.216
N -4.084 2.117 0.486
C -4.161 3.333 1.307
C -3.128 1.226 0.206
N -1.817 1.165 0.619
C -1.302 2.299 1.433
C 0.044 1.905 2.019
N 0.776 1.195 0.944
C 2.060 1.622 0.629
N 2.404 2.059 -0.567
C 1.578 2.180 -1.752
C 3.850 2.339 -0.599
C 4.228 2.300 0.890
N 3.044 1.670 1.503
C 3.048 1.176 2.873
H -3.382 -1.310 -1.917
H -2.517 -1.530 -0.417
H -1.922 -0.381 -1.696
H -5.585 -0.390 -0.568
H -5.137 0.526 -2.018
H -6.136 1.641 0.515
H -5.609 2.566 -0.897
H -5.131 3.777 1.106
H -3.410 4.066 1.036
H -4.126 3.113 2.372
H -1.969 2.517 2.257
H -1.192 3.188 0.809
H -0.086 1.252 2.890
H 0.592 2.788 2.346
H 1.829 1.403 -2.475
H 1.749 3.152 -2.211
H 0.525 2.111 -1.481
H 4.038 3.305 -1.061
H 4.355 1.565 -1.179
H 4.378 3.292 1.318
H 5.115 1.701 1.086
H 3.995 0.673 3.058
H 2.244 0.457 3.012
H 2.947 1.996 3.585
Cl -0.451 -4.503 1.146
C -0.553 -3.537 2.655
C -0.504 -2.149 2.123
O 0.594 -1.517 1.938
O -1.531 -1.535 1.651
H 0.316 -3.765 3.264
H -1.492 -3.762 3.153
Br 0.563 -6.125 -4.097
C 1.562 -4.798 -3.228
C 2.956 -4.835 -3.264
C 3.716 -3.859 -2.622
C 3.092 -2.836 -1.942
C 1.688 -2.800 -1.908
C 0.917 -3.785 -2.552
C 1.033 -1.761 -1.202
O -0.287 -1.712 -1.056
O 1.582 -0.778 -0.591
H 3.451 -5.637 -3.797
H 4.794 -3.911 -2.662
H 3.664 -2.075 -1.430
H -0.163 -3.746 -2.524
```

2S+1: 1
HOMO-LUMO gap in eV: 6.096
Net charge: +3
HOMO in Ha: -0.5963
LUMO energy in Ha: -0.372
Total energy in eV: -123489.5805
Energy relative to the best compared isomer or geometry (same formula, charge and spin) in kcal/mol: 8.47